1.
31
Properties=species:S:1:pos:R:3 method="wB97M-V/def2-TZVPD" homo_lumo_gap_ev="9.66 / 6.45" spin_multiplicity=3 homo_energy_ev="-17.75 / -17.74" total_energy_ev=-63270.7290 e_lumo_ev="-8.0861 / -11.2866" s2=2.01 charge=+2
O 1.6113 3.2709 0.4585
H 1.1835 -4.8287 -1.3255
F -0.3242 5.7304 0.7044
Au 0.5870 0.0765 -1.3949
C -0.6861 -4.2498 -0.5409
C 0.4490 -4.0319 -1.2568
O 2.3628 -1.1293 -1.3744
C -1.3439 -1.9953 -0.8495
C -0.2825 4.9817 -0.3610
S -0.9809 1.2364 1.8532
H -0.7363 -5.2429 -0.0917
F 0.4910 2.2785 3.7140
H -1.9411 -1.0864 -0.7566
F -1.4717 4.9598 -0.9334
O -0.1094 2.2859 -1.0159
H -2.5680 -3.5107 0.0882
O -2.3101 0.8635 1.5468
C 1.9888 -2.2546 -2.2169
C -1.7077 -3.2918 -0.4511
N -0.8314 2.8801 1.3442
F -0.5597 0.5169 4.2945
N -0.1623 -1.7593 -1.4811
H 2.7222 -3.0077 -2.1128
O 0.2593 0.5097 1.5940
S 0.2437 3.2351 0.0929
F -1.6831 2.3515 4.0264
H 1.9140 -1.8454 -3.2120
F 0.5874 5.3280 -1.2407
H 3.2776 -1.2001 -1.0327
C 0.6967 -2.7293 -1.6722
C -0.6757 1.6583 3.6030

=====

2.
22
Properties=species:S:1:pos:R:3 method="wB97M-V/def2-TZVPD" smiles=N.O.O.O.O.O.O homo_lumo_gap_ev=10.47 homo_energy_ev=-10.16 total_energy_ev=-14018.7778 e_lumo_ev=0.3103
N -2.0462 -2.1625 -0.1023
H -1.6417 -1.5895 -0.8335
O -0.0589 1.6257 -3.0920
O 2.3887 -0.6220 0.6430
H 2.4636 1.0546 -2.0672
H 1.8627 -1.5759 2.5425
H 1.6061 -0.0860 -2.6109
H 3.2093 -0.1680 0.5051
O -0.9904 0.9341 2.3320
O 2.4768 0.1174 -2.2150
H -1.9031 0.7725 2.1329
H -0.1553 2.1574 -3.8595
H 2.3063 -1.6777 3.8791
H -0.7568 0.2165 2.9431
H -0.7270 1.9488 -2.4472
H -1.4094 1.5357 0.0562
H -2.7223 2.1329 -0.3439
H 1.9827 -0.5789 -0.2350
O 1.5010 -1.4605 3.4311
H -2.8677 -2.5582 -0.5821
O -2.0340 1.5646 -0.6704
H -2.4843 -1.5808 0.5937

=====

3.
72
Properties=species:S:1:pos:R:3 method="wB97M-V/def2-TZVPD" homo_lumo_gap_ev="7.35 / 6.77" spin_multiplicity=3 homo_energy_ev="-7.08 / -7.58" total_energy_ev=-114982.1243 e_lumo_ev="0.2702 / -0.8088" s2=2.01
C 1.2005 -2.3462 -1.7864
Cl -3.1175 0.1144 -5.2625
H 3.2172 2.8552 3.5896
C -5.3169 -3.0576 2.6004
H 1.0227 -0.0390 2.6361
Pd -1.9789 -0.3295 0.2610
H 4.4266 0.4785 -0.5362
C 3.2863 1.0737 -2.2754
H -0.8577 -2.5116 0.0083
H 4.6440 0.6281 1.9769
H 0.5176 1.6501 2.5794
H -5.9687 2.5274 -0.1676
N -2.0828 -1.0017 -1.9847
C -1.9683 -0.3884 -2.9520
C -4.3766 -2.2041 3.1353
H 4.4205 2.9030 -2.4681
C 2.6158 1.3538 2.1476
O 1.3412 -0.9831 0.2442
C 1.2880 -2.3126 -0.2672
N -3.4197 -1.9239 0.9720
H 4.2512 -0.7885 -1.7594
C -1.7382 0.3905 -4.1815
S -0.4854 1.4691 -0.1945
C 2.5621 -3.0070 0.2054
C -4.3405 -2.7341 0.4580
H -4.3653 -1.9603 4.1873
H 3.9001 0.3233 3.5534
H 0.1031 -2.9274 1.4332
C 0.0686 -2.9911 0.3465
O 2.0103 0.6709 -1.7715
H 2.5636 -4.0578 -0.0857
C -3.4219 -1.6365 2.2850
C -3.3778 3.4724 0.4924
H 3.0830 -0.3009 -3.9306
H -3.7778 3.6548 -0.5038
O -3.8132 0.8915 0.1364
H 2.2581 3.4758 2.2344
H -4.2800 -2.8986 -0.6120
H -6.0928 3.1940 1.4941
C 3.0391 2.7708 2.5174
H -2.2997 3.3247 0.4467
H 3.4382 -2.5251 -0.2281
Cl -0.2589 -0.2183 -4.9300
C 4.4015 0.2805 -1.6050
H 2.0608 -1.8603 -2.2384
H 1.1613 -3.3823 -2.1244
C 3.4676 2.5703 -2.0521
Si 1.3890 0.5796 -0.2540
H 5.3684 0.5516 -2.0321
H 2.4311 1.3147 -4.2397
H 0.0183 -4.0405 0.0514
C 3.7164 0.3526 2.4792
O 2.4561 1.3473 0.7234
H -6.0640 -3.5061 3.2419
S -2.1799 -0.5030 2.7379
S -4.0760 1.9738 1.1698
C 1.3256 0.9817 2.8701
H -3.6144 4.2920 1.1690
H 3.4482 2.8024 -0.9890
H -6.3712 1.4608 1.2059
H 0.3020 -1.8355 -2.1347
H -6.0388 -3.9966 0.7878
C -5.8074 2.3344 0.8913
H 3.9542 3.0389 1.9895
H 3.4229 -0.6431 2.1489
Cl -1.5825 2.1000 -3.7496
H 2.6639 3.1178 -2.5455
H 4.1823 1.0481 -4.2486
C 3.2450 0.7645 -3.7693
C -5.3119 -3.3353 1.2339
H 1.4749 1.0600 3.9480
H 2.6376 -2.9467 1.2906

=====

4.
14
Properties=species:S:1:pos:R:3 method="wB97M-V/def2-TZVPD" homo_lumo_gap_ev=10.24 homo_energy_ev=-10.36 total_energy_ev=-11882.9549 e_lumo_ev=-0.1168
H 2.6320 -1.7743 -0.4263
N 1.6379 -0.9765 1.1527
C -0.3005 0.3186 -0.3780
H 0.7696 -0.8529 -2.2096
C 0.7509 -0.4699 -0.8584
H -1.0176 0.9566 1.1856
H -2.4919 0.2823 0.2613
C 0.6915 -0.1028 1.7333
C 1.6269 -1.1432 -0.1811
O -1.0588 1.6974 -2.0911
O -2.5485 0.8517 -0.8231
C -1.2116 0.9962 -1.2803
H 0.7752 -0.2168 2.9364
C -0.2551 0.4337 0.9784

=====

5.
13
Properties=species:S:1:pos:R:3 method="wB97M-V/def2-TZVPD" smiles=c1cc[nH]c1.O homo_lumo_gap_ev=9.47 homo_energy_ev=-8.58 total_energy_ev=-7798.5574 e_lumo_ev=0.8848
C 0.0134 0.9980 -0.8660
C -0.6804 0.4582 0.2397
H -1.5831 -2.2125 -0.8404
H 2.0733 1.4120 1.4528
O -1.6318 -3.1317 -1.1303
H 2.1076 1.6896 -0.9843
H 0.1348 0.0636 2.3165
H -0.3367 1.3520 -1.8312
H -1.1545 -3.5950 -0.4259
N 1.3662 0.9629 0.8969
C 1.2686 1.3265 -0.4225
C 0.1576 0.4756 1.3218
H -1.7351 0.2009 0.2729

=====

6.
10
Properties=species:S:1:pos:R:3 method="wB97M-V/def2-TZVPD" homo_lumo_gap_ev=8.30 homo_energy_ev=-8.74 total_energy_ev=-30517.0024 e_lumo_ev=-0.4409
H -0.9884 -0.7708 -2.1362
I -2.6695 0.9947 -0.7034
C -1.0928 -0.3701 -1.0745
H -0.7638 -1.4520 1.8157
I 1.3792 -1.9919 -0.4632
O -0.5876 -0.6240 1.2891
C -0.4031 -0.8211 -0.0360
I 2.9530 1.8546 -0.2737
H 0.9448 1.8681 1.2026
O 1.2283 1.3125 0.3795

=====

7.
89
Properties=species:S:1:pos:R:3 method="wB97M-V/def2-TZVPD" homo_lumo_gap_ev="7.32 / 5.03" homo_energy_ev="-9.73 / -7.67" total_energy_ev=-60696.8972 e_lumo_ev="-2.4146 / -2.6381" charge=+1
C -2.4093 0.7448 2.3618
H -3.9776 2.0263 5.0878
H -1.5171 1.6176 2.1772
H -1.0549 -1.5138 -1.9476
C 2.6254 0.8001 1.4089
H 4.6227 1.4164 -0.4902
C -3.5355 -1.2862 1.6629
C -4.4606 -1.1317 2.6963
C 3.7468 -0.0578 1.8863
H 2.5223 -1.5532 -5.9643
H -1.7201 -2.0267 -5.9245
H 1.0733 -2.5093 -6.1765
H -2.6509 0.9340 -0.8549
C 1.2879 3.9187 -0.2333
H -0.2576 -3.8080 -5.3512
C 1.3229 0.8922 2.0058
C -3.0740 1.9335 4.4541
C 2.2596 -3.0025 -4.4174
H 2.6940 -1.5682 -2.4072
C 1.3867 -3.3082 -3.2287
C -4.3638 -0.0448 3.5608
H 1.7460 4.7479 0.3280
C -0.6285 2.5703 1.9459
H -0.9696 0.3023 6.5168
H -5.0796 0.1034 4.3694
H -1.7956 -0.4533 0.6674
H -1.4313 3.6669 5.5511
H 3.3609 -0.9939 2.3125
H 4.4311 -0.3025 1.0696
H 3.3844 -0.9145 -0.8946
C -0.7911 -3.3625 -4.5011
C 0.5144 -3.1685 0.1593
H -0.5229 -3.5967 -2.3498
H -2.2751 -1.8097 -4.2816
C 4.0061 2.2848 -0.2388
C 2.7477 1.8618 0.4260
C -0.1082 -0.9617 -1.8936
P 1.0475 -1.6373 -0.5868
H -0.3917 -2.9763 0.7572
H 1.4012 1.9020 -3.0918
H -2.2845 2.9253 6.9258
C 0.3000 1.9055 -3.1729
C 0.6347 2.0204 1.4481
H -0.5033 3.0519 2.9304
H 3.1459 -2.6759 -1.0651
H 0.3151 -3.9247 -0.6117
H 1.0894 0.6819 4.1288
H -0.9930 0.1296 -4.6656
H -3.6022 -2.1390 0.9860
H -2.4323 2.2219 -2.0869
C 0.8598 0.1334 3.2013
C -1.5362 2.7509 6.1357
C 2.7246 -1.6928 -1.3186
C 1.4991 2.6104 0.4430
H 0.4809 -1.1751 -2.7814
P -0.4648 0.9021 -1.8511
H 4.3308 0.4506 2.6701
H -0.0489 2.9447 -3.0204
C 0.0450 -3.3448 -3.2560
H 1.5060 0.0533 -4.6338
H 1.9156 -3.8202 -2.4134
H 3.2380 -2.6363 -4.0643
C 1.6706 -1.9867 -5.4135
H 2.4889 -3.9344 -4.9651
H -0.5801 2.5113 6.6126
N -1.9015 1.6591 5.2597
H 3.7913 2.8295 -1.1613
H 0.2171 4.1296 -0.3256
C -2.2394 1.1627 -1.8496
H 1.3360 -0.8515 3.2574
H -1.0962 3.2585 1.2394
H -1.9041 -0.4524 5.1981
C -1.8922 0.3702 5.9250
H 1.3185 -3.5138 0.8320
H -0.2294 0.0038 3.1642
C -3.2996 0.8630 3.4098
H -2.7000 0.5123 -2.6094
H -5.2592 -1.8623 2.8362
H -2.7536 0.2373 6.6067
H 1.7303 3.9148 -1.2323
C -2.5092 -0.3338 1.4880
H -1.6486 -4.0247 -4.3199
C -1.3719 -1.9851 -4.8818
Al 1.2644 0.6285 -0.2768
H -2.8963 2.9033 3.9632
C 0.9092 -0.8484 -4.7934
C -0.4446 -0.8143 -4.6963
H 4.6063 2.9430 0.4087
H 0.0076 1.5714 -4.1748

=====

8.
18
Properties=species:S:1:pos:R:3 method="wB97M-V/def2-TZVPD" homo_lumo_gap_ev=8.12 homo_energy_ev=-8.75 total_energy_ev=-28049.1435 e_lumo_ev=-0.6277
H 1.5775 -1.7413 -0.8229
H -1.4960 0.3473 2.4075
H -1.5070 1.2080 -0.4355
H 1.6713 -0.6932 0.6456
C -0.6277 0.8368 -0.0194
H 1.4449 -0.0551 -1.2976
S -0.8699 -0.9559 -2.1490
H 0.7112 2.8398 0.7737
C -0.9768 -1.0576 0.6422
H 0.4557 2.2965 -1.3667
C -0.1927 -0.5605 -0.4586
H 1.4443 1.1781 -0.1342
S -1.4657 -2.5253 1.2686
H 0.2281 -0.0616 2.0074
C 0.4884 1.8933 -0.2153
H -1.4582 -2.4428 -1.8677
C 1.3074 -0.7160 -0.4154
C -0.7348 0.2095 1.4374

=====

What did the fifth record say?
13
Properties=species:S:1:pos:R:3 method="wB97M-V/def2-TZVPD" smiles=c1cc[nH]c1.O homo_lumo_gap_ev=9.47 homo_energy_ev=-8.58 total_energy_ev=-7798.5574 e_lumo_ev=0.8848
C 0.0134 0.9980 -0.8660
C -0.6804 0.4582 0.2397
H -1.5831 -2.2125 -0.8404
H 2.0733 1.4120 1.4528
O -1.6318 -3.1317 -1.1303
H 2.1076 1.6896 -0.9843
H 0.1348 0.0636 2.3165
H -0.3367 1.3520 -1.8312
H -1.1545 -3.5950 -0.4259
N 1.3662 0.9629 0.8969
C 1.2686 1.3265 -0.4225
C 0.1576 0.4756 1.3218
H -1.7351 0.2009 0.2729